Record 1
This record from the Open Molecules 2025 dataset describes C28H42N4O3RhSi as an isolated structure. The level of theory is wB97M-V/def2-TZVPD.

Summary:
* total energy: -1936.76752 Ha
* charge: +1
* multiplicity: 1
* orbital gap: 8.74 eV

```
79
C28H42N4O3RhSi | the Open Molecules 2025 dataset | wB97M-V/def2-TZVPD
Rh 0.22 1.00 0.65
O -0.39 -0.83 1.20
C -1.72 -0.78 1.88
C -2.43 0.51 1.39
O -3.60 0.64 1.62
O -1.68 1.42 0.82
C -2.40 -2.09 1.52
C -3.54 -2.17 0.73
C -4.04 -3.42 0.38
C -3.42 -4.58 0.81
C -2.29 -4.50 1.61
C -1.79 -3.26 1.97
C -1.49 -0.63 3.38
C -2.50 -1.03 4.25
C -2.35 -0.85 5.62
C -1.19 -0.28 6.13
C -0.18 0.13 5.27
C -0.34 -0.03 3.89
H 0.24 -1.26 1.79
H -4.05 -1.28 0.42
H -4.94 -3.48 -0.23
H -3.82 -5.55 0.53
H -1.81 -5.40 1.97
H -0.92 -3.21 2.62
H -3.40 -1.47 3.86
H -3.14 -1.17 6.29
H -1.07 -0.16 7.20
H 0.72 0.58 5.65
H 0.45 0.33 3.24
N 5.33 2.23 1.58
C 5.50 0.91 1.70
N 6.71 0.44 1.98
N 4.53 0.02 1.55
C 3.32 0.41 1.27
N 2.22 0.68 1.03
H 6.08 2.88 1.71
H 4.42 2.61 1.38
H 7.51 1.03 2.13
H 6.82 -0.56 2.08
C -2.34 2.30 -2.09
C -1.71 0.93 -2.40
C -1.61 0.78 -3.93
C -2.72 -0.11 -1.90
Si 0.08 0.70 -1.70
C 0.92 -0.93 -2.26
C 2.11 -1.31 -1.36
C 1.47 -0.75 -3.69
C -0.05 -2.12 -2.25
C 1.12 2.32 -1.89
C 0.64 3.16 -0.69
C 0.86 3.11 -3.18
C 2.64 2.15 -1.83
H -3.35 2.30 -2.49
H -1.83 3.14 -2.55
H -2.42 2.47 -1.01
H -2.59 1.02 -4.36
H -1.38 -0.24 -4.23
H -0.89 1.45 -4.40
H -3.64 0.01 -2.48
H -2.99 0.08 -0.86
H -2.39 -1.14 -2.00
H 2.91 -0.57 -1.39
H 2.52 -2.26 -1.71
H 1.81 -1.45 -0.32
H 2.25 0.01 -3.73
H 0.70 -0.49 -4.41
H 1.92 -1.69 -4.01
H -0.50 -2.28 -1.27
H 0.51 -3.03 -2.51
H -0.84 -2.01 -2.99
H -0.39 3.48 -0.78
H 1.27 4.04 -0.56
H 0.75 2.77 0.38
H -0.17 3.42 -3.32
H 1.16 2.53 -4.05
H 1.47 4.02 -3.17
H 2.99 1.58 -0.98
H 3.10 3.14 -1.79
H 3.01 1.66 -2.74
```

---

Record 2
This record from the Open Molecules 2025 dataset describes C5H12O as an isolated structure. The level of theory is wB97M-V/def2-TZVPD.

Summary:
* ΔE to the lowest compared entry with this formula, charge and spin: 114.7 kcal per mole
* total energy: -272.76592 Ha
* charge: 0
* multiplicity: 1
* orbital gap (alpha / beta): 6.69 / 8.35 eV

```
18
C5H12O | the Open Molecules 2025 dataset | wB97M-V/def2-TZVPD
C 2.02 1.01 -0.74
O 1.00 -0.86 0.49
C -0.22 -0.41 0.31
C -0.40 0.19 -1.05
C -1.24 -1.63 0.20
C -0.72 0.56 1.41
H 2.28 1.20 0.29
H 2.11 1.88 -1.38
H 2.54 0.14 -1.13
H -0.09 -0.45 -1.88
H -1.23 0.87 -1.28
H 0.79 0.88 -0.92
H -0.90 -2.33 -0.57
H -1.21 -2.13 1.17
H -2.27 -1.32 -0.01
H -0.63 0.06 2.39
H -0.08 1.45 1.43
H -1.76 0.88 1.27
```

---

Record 3
This record from the Open Molecules 2025 dataset describes C21H58CuN3O15 as an isolated structure in a non-equilibrium geometry. The level of theory is wB97M-V/def2-TZVPD.

Summary:
* total energy: -3767.69682 Ha
* charge: +1
* multiplicity: 2
* orbital gap (alpha / beta): 9.18 / 5.20 eV

```
98
C21H58CuN3O15 | the Open Molecules 2025 dataset | wB97M-V/def2-TZVPD
Cu -17.60 4.91 -3.25
N -17.93 1.75 -4.39
O -17.67 1.76 -5.66
O -17.97 2.82 -3.71
O -18.13 0.59 -3.76
C -13.60 -3.02 2.09
C -12.81 -2.26 1.03
O -13.37 -0.95 0.88
C -13.98 -0.70 -0.24
O -13.98 -1.40 -1.18
O -14.58 0.49 -0.14
C -15.30 0.90 -1.30
H -14.55 -3.33 1.66
H -13.80 -2.37 2.94
H -13.06 -3.91 2.41
H -12.88 -2.80 0.09
H -11.77 -2.16 1.33
H -15.97 1.69 -0.97
H -15.96 0.12 -1.67
H -14.64 1.20 -2.11
C -20.82 -5.17 -1.00
O -20.55 -3.79 -1.15
C -20.60 -3.37 -2.43
C -19.88 -2.03 -2.46
N -20.17 -1.29 -3.67
C -21.42 -0.51 -3.76
C -21.49 0.28 -5.06
O -22.67 0.95 -5.05
C -23.15 1.17 -6.33
H -21.60 -5.50 -1.71
H -21.22 -5.32 -0.01
H -19.92 -5.77 -1.15
H -21.63 -3.30 -2.81
H -20.09 -4.06 -3.13
H -18.81 -2.23 -2.46
H -20.04 -1.49 -1.51
H -19.35 -0.70 -3.95
H -21.45 0.15 -2.87
H -22.28 -1.19 -3.70
H -21.38 -0.41 -5.91
H -20.64 0.98 -5.13
H -23.12 0.25 -6.93
H -22.54 1.90 -6.88
H -24.17 1.53 -6.24
C -14.65 3.59 -4.06
O -15.68 4.56 -4.26
C -15.57 5.23 -5.49
C -16.41 6.48 -5.43
N -17.81 6.29 -4.99
C -18.52 5.43 -5.93
C -19.99 5.25 -5.54
O -20.09 4.73 -4.24
C -21.41 4.45 -3.90
H -13.67 4.08 -3.96
H -14.59 2.90 -4.90
H -14.81 2.98 -3.18
H -15.88 4.53 -6.28
H -14.54 5.52 -5.71
H -16.40 6.90 -6.45
H -15.90 7.25 -4.86
H -18.21 7.23 -5.10
H -17.99 4.48 -6.03
H -18.46 5.86 -6.95
H -20.44 4.58 -6.28
H -20.47 6.25 -5.58
H -21.50 4.36 -2.81
H -21.77 3.49 -4.31
H -22.10 5.24 -4.22
C -18.76 -0.98 -7.37
O -17.51 -1.04 -6.64
H -19.23 -1.95 -7.48
H -19.48 -0.31 -6.85
H -18.60 -0.53 -8.36
H -17.42 -0.24 -6.10
C -19.57 1.38 -0.54
O -18.41 0.67 -0.93
H -19.39 1.87 0.41
H -19.83 2.14 -1.29
H -20.43 0.70 -0.41
H -18.44 0.45 -1.88
C -15.36 1.72 -8.87
O -16.22 1.79 -10.03
H -14.36 2.09 -9.09
H -15.76 2.41 -8.11
H -15.41 0.74 -8.41
H -15.64 1.81 -10.79
C -19.04 3.12 -8.42
O -18.93 2.77 -9.79
H -19.81 3.90 -8.38
H -19.34 2.28 -7.77
H -18.10 3.48 -7.99
H -18.02 2.39 -9.94
C -14.49 0.20 -4.71
O -13.21 0.72 -4.31
H -14.76 0.54 -5.70
H -14.41 -0.90 -4.82
H -15.32 0.37 -4.02
H -13.01 0.26 -3.48
```

---

Record 4
This record from the Open Molecules 2025 dataset describes a 11-piece molecular cluster, C40H107N9O20 overall in a non-equilibrium geometry. The level of theory is wB97M-V/def2-TZVPD.

Summary:
* SMILES: COCCNCCOC.COCCNCCOC.COCCNCCOC.COCCNCCOC.COCCNCCOC.NC(N)=O.NC(N)=O.OCCO.OCCO.OCCO.OCCO
* total energy: -3585.33958 Ha
* charge: 0
* multiplicity: 1
* orbital gap: 8.85 eV

```
176
C40H107N9O20 | the Open Molecules 2025 dataset | wB97M-V/def2-TZVPD
C -6.10 -7.39 0.69
O -5.55 -6.15 0.26
C -5.42 -5.02 1.13
C -3.98 -4.28 0.90
N -3.68 -3.35 1.97
C -2.36 -2.82 1.93
C -2.09 -1.73 3.01
O -2.57 -2.21 4.26
C -1.72 -3.14 4.92
H -6.15 -8.20 -0.04
H -7.05 -7.29 1.22
H -5.37 -7.81 1.37
H -5.47 -5.41 2.14
H -6.32 -4.41 1.16
H -4.10 -3.65 0.02
H -3.04 -4.82 0.79
H -3.75 -3.86 2.84
H -2.07 -2.50 0.93
H -1.65 -3.59 2.24
H -2.83 -0.93 2.94
H -1.05 -1.40 3.03
H -2.32 -3.47 5.77
H -0.89 -2.73 5.49
H -1.53 -4.11 4.48
C -5.23 -4.09 -3.15
O -4.76 -2.73 -3.08
C -5.48 -1.82 -2.37
C -4.52 -0.62 -2.14
N -4.97 0.56 -1.29
C -4.48 0.46 0.02
C -4.49 1.83 0.63
O -4.15 2.84 -0.29
C -3.59 3.97 0.36
H -4.44 -4.57 -3.73
H -6.19 -4.20 -3.65
H -5.23 -4.47 -2.13
H -5.80 -2.18 -1.39
H -6.34 -1.51 -2.95
H -4.36 -0.10 -3.09
H -3.53 -1.03 -1.95
H -4.78 1.49 -1.63
H -3.47 0.05 0.03
H -5.11 -0.15 0.67
H -3.73 1.73 1.40
H -5.44 1.82 1.16
H -2.54 3.91 0.64
H -4.22 4.42 1.13
H -3.45 4.79 -0.33
C -0.98 1.54 4.76
O -1.65 2.25 3.70
C -0.85 2.74 2.61
C -0.61 4.38 2.77
N -1.88 5.09 3.12
C -1.46 6.49 3.26
C -2.49 7.61 3.21
O -3.59 7.48 4.09
C -4.57 8.56 4.31
H -0.63 0.58 4.40
H -1.60 1.45 5.65
H 0.01 1.96 4.94
H -1.44 2.49 1.73
H 0.10 2.21 2.60
H -0.20 4.79 1.85
H 0.20 4.60 3.47
H -2.23 4.76 4.00
H -0.65 6.70 2.56
H -1.00 6.66 4.24
H -2.86 7.66 2.18
H -2.14 8.65 3.24
H -5.47 8.23 4.82
H -4.97 8.96 3.39
H -4.02 9.29 4.90
C 1.66 -0.52 2.73
O 1.54 -1.89 3.20
C 1.87 -2.99 2.41
C 3.11 -3.66 3.08
N 3.42 -4.87 2.31
C 4.61 -5.50 2.84
C 5.06 -6.55 1.71
O 5.63 -5.84 0.65
C 5.49 -6.52 -0.61
H 0.78 -0.31 2.13
H 2.50 -0.33 2.06
H 1.78 0.18 3.56
H 2.14 -2.52 1.46
H 0.91 -3.51 2.39
H 2.81 -3.82 4.11
H 3.84 -2.85 3.14
H 3.66 -4.62 1.37
H 4.23 -6.03 3.71
H 5.30 -4.75 3.22
H 4.20 -7.14 1.39
H 5.71 -7.32 2.14
H 4.47 -6.69 -0.96
H 6.13 -7.40 -0.66
H 5.82 -5.89 -1.44
C 7.20 6.40 -1.74
O 5.90 6.11 -1.43
C 5.22 7.33 -1.18
C 4.11 7.04 -0.08
N 3.06 6.09 -0.61
C 3.53 4.79 -1.08
C 2.35 3.79 -1.24
O 1.95 3.31 0.11
C 2.93 2.87 1.06
H 7.48 5.35 -1.80
H 7.88 6.87 -1.03
H 7.38 6.87 -2.70
H 4.69 7.44 -2.13
H 5.68 8.27 -0.88
H 3.72 8.00 0.26
H 4.62 6.48 0.70
H 2.14 6.08 -0.19
H 4.25 4.40 -0.36
H 4.21 4.80 -1.94
H 2.68 2.93 -1.82
H 1.62 4.19 -1.94
H 3.63 2.29 0.47
H 2.40 2.28 1.81
H 3.45 3.69 1.56
N 0.85 -6.01 -0.12
C 0.53 -4.94 -0.85
N -0.06 -4.09 -0.12
O 0.90 -4.79 -2.02
H 0.45 -6.14 0.80
H 1.40 -6.73 -0.56
H -0.15 -3.12 -0.39
H -0.33 -4.39 0.80
N 0.87 0.87 -1.58
C 0.21 0.01 -0.76
N -0.85 0.46 -0.20
O 0.49 -1.17 -0.65
H 1.72 0.66 -2.07
H 0.81 1.88 -1.51
H -1.29 -0.25 0.37
H -1.13 1.41 -0.38
O -1.30 3.84 -1.83
C -1.55 3.22 -3.06
C -2.60 4.02 -3.82
O -2.07 5.35 -4.00
H -1.21 4.73 -2.17
H -0.62 3.35 -3.62
H -1.78 2.17 -2.89
H -3.59 4.01 -3.35
H -2.78 3.57 -4.80
H -1.42 5.46 -4.70
O 2.52 -0.62 -5.86
C 3.06 -1.01 -4.60
C 4.37 -0.20 -4.39
O 4.15 1.08 -3.81
H 1.56 -0.57 -5.81
H 2.27 -0.91 -3.86
H 3.20 -2.09 -4.56
H 5.03 -0.19 -5.26
H 4.82 -0.68 -3.52
H 4.91 1.66 -3.93
O 3.45 -3.87 -2.15
C 3.56 -2.62 -1.44
C 4.95 -2.27 -0.94
O 5.53 -3.09 0.00
H 2.51 -4.04 -2.22
H 3.32 -1.86 -2.19
H 2.84 -2.49 -0.63
H 4.95 -1.38 -0.32
H 5.61 -2.04 -1.77
H 5.31 -4.01 -0.15
O -0.14 -0.83 -4.63
C -0.10 -2.24 -4.58
C -1.17 -2.84 -3.52
O -2.42 -2.66 -4.24
H -1.10 -0.78 -4.64
H -0.49 -2.73 -5.47
H 0.88 -2.67 -4.39
H -1.04 -2.27 -2.60
H -1.04 -3.89 -3.26
H -3.18 -2.82 -3.68
```